1.
Entry from OMol25: a gas-phase ion, C4H11N2O (charge +2) in a non-equilibrium geometry (wB97M-V/def2-TZVPD).

Element x y z (Å)
N  1.18842  -0.97382  -1.54737
C  0.56414  -0.72386  -0.14533
C  1.47751  -0.33628  0.94424
C  -0.44975  0.39002  -0.40528
N  -1.30738  0.82677  0.55840
C  -1.31860  0.21494  1.84161
O  -0.49652  0.91904  -1.48861
H  0.48009  -1.25641  -2.29662
H  1.62875  -0.00648  -1.86543
H  1.94882  -1.72200  -1.35523
H  -0.01842  -1.69219  0.00727
H  1.61664  0.71520  0.88381
H  1.09003  -0.69224  1.95927
H  2.49924  -0.76975  1.01853
H  -1.90261  1.59349  0.33541
H  -2.33818  0.27020  2.30175
H  -0.72946  0.77008  2.60424
H  -1.10980  -0.80182  1.82722

2S+1 = 2
frontier orbital gap (spin up / spin down) = 12.83 / 7.37 eV
relative energy (zero: lowest compared OMol25 entry of this formula, charge and spin) = 33.7 kcal/mol
largest force on an atom = 0.069 hartree/bohr
total charge = +2
energy = -9333.470 eV
E_LUMO (spin up / spin down) = -8.29 / -13.54 eV

2.
Entry from OMol25: a molecular structure, C15H32ClI2NO4P in a non-equilibrium geometry (wB97M-V/def2-TZVPD).

Element x y z (Å)
C  -0.06073  -4.09747  -3.64431
C  -1.39678  -4.85412  -3.05518
C  -2.23969  -3.99535  -1.94131
C  -1.51084  -3.83300  -0.49145
I  -1.80582  -5.60421  0.77007
C  -2.29006  -2.64895  0.39795
N  -1.47755  -1.52407  0.59113
C  -0.11988  -1.54193  -0.13832
I  0.02579  -0.38282  -2.04294
P  1.18250  -0.74788  1.04600
O  0.92951  0.96755  1.21723
O  2.79695  -1.09727  0.40893
C  -0.00975  -3.18066  -0.37127
Cl  0.52602  -3.76460  1.34113
H  0.88189  -4.45445  -3.03583
H  0.10696  -4.50231  -4.75464
H  -0.16760  -2.93596  -3.73877
H  -2.12930  -4.99427  -3.98737
H  -1.11344  -5.94668  -2.71675
H  -3.24537  -4.60704  -1.74243
H  -2.59847  -2.94781  -2.36811
H  -3.37261  -2.85481  0.83615
H  -1.69288  -0.65762  1.16096
H  -0.04361  1.19971  1.31069
H  2.77137  -1.96542  -0.11606
H  0.86554  -3.57347  -1.04136
C  0.40904  3.99650  -2.31454
C  0.53665  3.54780  -3.75994
O  -0.66565  3.70442  -4.50795
C  -1.15818  5.03369  -4.65009
C  -0.20032  5.95587  -5.38460
H  -0.45649  3.52582  -1.83732
H  1.31028  3.73541  -1.75152
H  0.27273  5.07898  -2.24346
H  0.77301  2.47842  -3.77379
H  1.36731  4.05546  -4.26098
H  -1.43367  5.44486  -3.67378
H  -2.08470  4.96052  -5.22951
H  0.70199  6.14402  -4.79499
H  -0.67548  6.92035  -5.58521
H  0.11620  5.51036  -6.33347
C  0.42798  -0.32289  7.40085
C  0.33226  -0.74706  5.94561
O  0.06326  0.33489  5.05871
C  1.03956  1.37105  5.00434
C  2.39942  0.89310  4.52499
H  -0.45013  0.26195  7.69291
H  0.50269  -1.19974  8.05120
H  1.30893  0.30007  7.57764
H  -0.50245  -1.44842  5.84074
H  1.23148  -1.28578  5.62952
H  1.11556  1.87479  5.97315
H  0.66206  2.11558  4.29534
H  2.86575  0.22354  5.25399
H  3.07200  1.74210  4.37308
H  2.30675  0.33926  3.58494

frontier orbital gap = 6.12 eV
largest force on an atom = 0.068 hartree/bohr
total charge = +1
energy = -63754.339 eV
E_LUMO = -5.41 eV

3.
Entry from OMol25: a molecular structure, H12O6Zn in a non-equilibrium geometry (wB97M-V/def2-TZVPD).

Element x y z (Å)
Zn  0.10334  -0.02403  0.03707
O  1.88516  0.99478  -0.34287
H  2.41496  0.76094  -1.10500
H  2.04756  1.92945  -0.21535
O  0.10255  0.89456  1.82997
H  0.89179  0.77119  2.35732
H  -0.56273  1.17911  2.45661
O  0.74773  -1.86028  0.83296
H  0.93180  -2.55035  0.19566
H  0.72591  -2.31221  1.67647
O  0.40194  -0.76730  -1.87945
H  -0.10693  -1.41476  -2.36738
H  1.16461  -0.59565  -2.43181
O  -1.90440  -0.68891  0.57909
H  -2.51546  -0.55095  1.30283
H  -2.41731  -1.15238  -0.08301
O  -1.04103  1.58139  -0.75334
H  -0.88028  2.20041  -1.46551
H  -1.98920  1.60499  -0.62429

2S+1 = 2
frontier orbital gap (spin up / spin down) = 3.81 / 12.60 eV
relative energy (zero: lowest compared OMol25 entry of this formula, charge and spin) = 0.0 kcal/mol
largest force on an atom = 0.024 hartree/bohr
total charge = +1
energy = -60890.809 eV
E_LUMO (spin up / spin down) = -3.03 / -3.53 eV

4.
Entry from OMol25: a single C6H7ClO2S molecule in a non-equilibrium geometry (wB97M-V/def2-TZVPD).

Element x y z (Å)
C  1.19820  0.61658  3.38905
C  0.73213  1.66423  2.59174
C  1.53784  -0.63394  3.30831
C  1.45592  0.68892  -0.13378
C  -1.32753  -1.30489  -0.99279
C  0.43427  0.24882  -1.14825
O  1.72855  -1.74638  3.38467
O  -0.73732  -0.17339  -0.44693
S  0.54841  1.86869  0.88119
Cl  2.63937  -0.35472  0.59411
H  1.15394  0.82574  4.41896
H  0.60042  2.64565  3.04474
H  -0.48978  -2.07387  -1.17561
H  -1.74021  -1.20034  -1.99705
H  -1.99833  -1.60972  -0.27314
H  0.82527  -0.64560  -1.57669
H  0.19287  0.97344  -1.92677

frontier orbital gap (spin up / spin down) = 7.53 / 6.60 eV
relative energy (zero: lowest compared OMol25 entry of this formula, charge and spin) = 83.9 kcal/mol
largest force on an atom = 0.070 hartree/bohr
energy = -33783.169 eV
E_LUMO (spin up / spin down) = -0.01 / -0.27 eV